1.
C18H20N2O4 in the gas phase. Source: the Open Molecules 2025 dataset; level of theory: ωB97M-V with the def2-TZVPD basis set.

Last column: Mulliken charge in e.
Atoms and positions in Å:
C (-1.69, 2.17, -6.25)  -0.8439
H (-2.42, 2.62, -5.56)  0.3345
O (-0.92, 1.18, -5.62)  -0.4339
C (-0.12, 1.54, -4.57)  0.7416
C (-0.03, 2.83, -4.04)  -0.1476
C (0.82, 3.08, -2.98)  -0.9851
C (1.59, 2.06, -2.43)  0.3636
C (1.49, 0.77, -2.95)  -0.0835
C (0.64, 0.52, -4.01)  -0.8648
H (0.56, -0.47, -4.41)  0.4153
H (2.06, -0.04, -2.53)  0.4112
O (2.40, 2.43, -1.38)  -0.5805
C (3.34, 1.49, -0.91)  -0.4253
C (2.75, 0.32, -0.10)  0.3654
O (3.33, -0.72, 0.04)  -0.6053
N (1.53, 0.64, 0.42)  0.1585
N (0.86, -0.23, 1.20)  -0.7598
C (-0.32, 0.02, 1.61)  0.9680
C (-0.91, -0.99, 2.50)  0.2326
C (-1.96, -0.69, 3.36)  -0.8982
C (-2.49, -1.65, 4.21)  -0.4387
C (-1.97, -2.94, 4.21)  0.9057
C (-0.91, -3.25, 3.35)  -0.6568
C (-0.39, -2.29, 2.51)  -0.4067
H (0.43, -2.52, 1.85)  0.4898
H (-0.52, -4.25, 3.36)  0.4116
O (-2.41, -3.96, 5.00)  -0.4521
C (-3.46, -3.71, 5.90)  -0.8317
H (-4.38, -3.41, 5.38)  0.3341
H (-3.19, -2.95, 6.63)  0.3374
H (-3.63, -4.66, 6.42)  0.2391
H (-3.29, -1.37, 4.87)  0.3761
H (-2.37, 0.31, 3.41)  0.3436
C (-1.12, 1.25, 1.26)  -1.6908
H (-0.92, 1.55, 0.23)  0.4426
H (-0.85, 2.08, 1.92)  0.3520
H (-2.18, 1.06, 1.35)  0.4292
H (1.15, 1.56, 0.20)  0.3952
H (3.95, 1.08, -1.73)  0.3858
H (4.00, 2.05, -0.24)  0.3014
H (0.90, 4.07, -2.57)  0.4070
H (-0.61, 3.64, -4.45)  0.3858
H (-2.22, 1.67, -7.05)  0.2386
H (-1.07, 2.96, -6.67)  0.3389

Its total charge is 0. Its SMILES is COc1ccc(OCC(=O)N/N=C(\C)c2ccc(OC)cc2)cc1.



2.
C18H20N2O4S2 in the gas phase. Source: the Open Molecules 2025 dataset; level of theory: ωB97M-V with the def2-TZVPD basis set.

Last column: Mulliken charge in e.
Atoms and positions in Å:
C (6.27, 2.79, -1.46)  -0.8343
H (5.74, 3.69, -1.75)  0.2606
H (6.66, 2.88, -0.45)  0.2749
H (7.09, 2.61, -2.15)  0.3419
S (5.16, 1.36, -1.56)  -0.0864
C (3.92, 1.91, -0.33)  -0.6776
C (3.02, 0.75, 0.06)  -0.6366
H (3.64, -0.09, 0.38)  0.3528
H (2.44, 0.43, -0.81)  0.4698
C (2.06, 1.13, 1.21)  0.1905
N (1.12, 0.07, 1.45)  -0.5036
C (0.08, -0.12, 0.75)  -0.0971
N (-0.37, 0.66, -0.30)  -0.2119
H (0.19, 1.48, -0.51)  0.4382
S (-0.89, -0.08, -1.75)  1.4418
O (-0.53, 0.87, -2.76)  -0.7190
O (-0.36, -1.40, -1.81)  -0.6396
C (-2.66, -0.14, -1.60)  0.0546
C (-3.36, 1.05, -1.51)  -0.3589
C (-4.74, 1.00, -1.39)  -0.6916
C (-5.39, -0.22, -1.38)  -0.4246
C (-4.67, -1.40, -1.48)  -0.7196
C (-3.29, -1.37, -1.59)  -0.0873
H (-2.70, -2.26, -1.67)  0.5123
H (-5.19, -2.35, -1.48)  0.4358
H (-6.47, -0.26, -1.29)  0.4044
H (-5.31, 1.92, -1.32)  0.4193
H (-2.82, 1.98, -1.54)  0.4052
C (-0.80, -1.26, 1.07)  0.3108
C (-2.16, -1.05, 1.26)  -0.0829
C (-2.98, -2.12, 1.57)  -0.6680
C (-2.45, -3.40, 1.68)  -0.5053
C (-1.09, -3.60, 1.50)  -0.7152
C (-0.26, -2.54, 1.21)  -0.6598
H (0.80, -2.68, 1.06)  0.4789
H (-0.68, -4.60, 1.59)  0.4192
H (-3.10, -4.23, 1.91)  0.4164
H (-4.04, -1.96, 1.72)  0.4708
H (-2.57, -0.06, 1.19)  0.5655
C (2.89, 1.29, 2.50)  0.1724
O (3.61, 2.22, 2.70)  -0.5940
O (2.74, 0.28, 3.35)  -0.5485
H (2.05, -0.31, 2.96)  0.4956
H (1.59, 2.10, 0.99)  0.3804
H (3.35, 2.73, -0.77)  0.3835
H (4.47, 2.28, 0.54)  0.3663

Its total charge is 0. Its SMILES is CSCC[C@@H](/N=C(\NS(=O)(=O)c1ccccc1)c1ccccc1)C(=O)O.



3.
C18H20N2O5 in the gas phase. Source: the Open Molecules 2025 dataset; level of theory: ωB97M-V with the def2-TZVPD basis set.

Last column: Mulliken charge in e.
Atoms and positions in Å:
C (-2.74, -0.21, 1.16)  0.6844
C (-1.70, -1.14, 0.79)  0.0543
C (-2.19, 1.13, 1.55)  -1.8527
C (-1.44, 1.84, 0.52)  0.5483
C (-0.06, 1.84, 0.53)  -0.4944
C (-2.17, 2.64, -0.32)  -0.1768
C (0.57, 2.73, -0.31)  -0.5955
C (-1.51, 3.58, -1.10)  -0.7358
C (-0.08, 3.63, -1.06)  1.0090
C (-0.49, -1.95, -1.26)  -0.0133
C (-1.37, -2.91, -1.89)  0.2155
C (0.72, -2.59, -0.40)  -1.3098
C (2.02, -1.87, -0.11)  0.4216
C (2.50, -0.99, -1.09)  -0.1546
C (2.62, -1.84, 1.17)  -0.3541
C (3.66, -0.27, -0.90)  -0.7581
C (3.80, -1.07, 1.42)  -0.6690
C (4.34, -0.38, 0.35)  0.5646
H (-4.16, -0.18, 2.59)  0.2669
H (-3.58, -1.87, 2.23)  0.2814
H (-3.53, 0.05, 0.37)  0.0342
H (-1.50, 0.95, 2.42)  0.3223
H (-2.91, 1.86, 2.02)  0.5139
H (0.42, 1.05, 1.10)  0.3842
H (-3.29, 2.52, -0.24)  0.3095
H (1.64, 2.76, -0.22)  0.2299
H (-2.27, 4.16, -1.70)  0.2980
H (1.54, 4.55, -1.47)  0.2928
H (-1.63, -0.23, -1.08)  0.5801
H (0.03, -1.50, -2.11)  0.3509
H (0.86, -3.62, -0.78)  0.5421
H (0.26, -2.73, 0.54)  0.5420
H (1.96, -0.98, -2.07)  0.2180
H (2.15, -2.47, 1.94)  0.3764
H (4.05, 0.38, -1.65)  0.4431
H (4.21, -0.98, 2.42)  0.4419
H (5.55, 1.19, 0.28)  0.3229
H (-2.84, -1.75, -1.57)  0.3466
N (-3.37, -0.76, 2.27)  -0.5750
N (-1.07, -0.86, -0.48)  -0.0819
O (-1.39, -1.99, 1.58)  -0.5895
O (0.63, 4.52, -1.79)  -0.5661
O (-0.96, -4.03, -2.13)  -0.5529
O (5.44, 0.31, 0.62)  -0.5563
O (-2.73, -2.53, -2.13)  -0.5587

Its total charge is 0. Its SMILES is N[C@@H](Cc1ccc(O)cc1)C(=O)N[C@@H](Cc1ccc(O)cc1)C(=O)O.



4.
C18H20N2O5S in the gas phase. Source: the Open Molecules 2025 dataset; level of theory: ωB97M-V with the def2-TZVPD basis set.

Last column: Mulliken charge in e.
Atoms and positions in Å:
C (-2.87, -3.11, -0.52)  -1.0039
C (-1.81, -4.02, 0.09)  -0.4182
O (-1.02, -3.36, 1.05)  -0.4818
C (-0.09, -2.45, 0.66)  0.7085
C (0.33, -2.22, -0.65)  -0.5177
C (1.28, -1.26, -0.92)  -0.8602
C (1.85, -0.52, 0.10)  -0.6880
C (1.47, -0.77, 1.42)  -0.0330
C (0.51, -1.71, 1.69)  -0.6606
H (0.20, -1.91, 2.70)  0.4512
H (1.92, -0.20, 2.21)  0.7302
N (2.75, 0.52, -0.22)  0.3338
S (2.54, 1.97, 0.58)  1.4815
O (3.26, 2.96, -0.17)  -0.7854
O (2.79, 1.90, 1.99)  -0.6638
C (0.78, 2.15, 0.30)  -0.2803
C (0.36, 2.36, -1.00)  -0.6396
C (-0.98, 2.39, -1.33)  -1.0642
C (-1.88, 2.19, -0.30)  0.8768
C (-1.45, 1.99, 1.02)  0.8870
C (-0.11, 1.96, 1.35)  -0.7671
H (0.25, 1.81, 2.35)  0.5468
O (-2.53, 1.82, 1.83)  -0.4791
C (-3.65, 1.91, 1.05)  0.4046
O (-4.77, 1.80, 1.45)  -0.6033
N (-3.25, 2.14, -0.25)  0.0518
C (-4.17, 2.31, -1.34)  -1.0243
H (-4.05, 3.29, -1.80)  0.3268
H (-5.18, 2.22, -0.93)  0.3614
H (-4.02, 1.54, -2.09)  0.3202
H (-1.31, 2.56, -2.34)  0.4584
H (1.12, 2.50, -1.76)  0.5056
C (4.09, 0.21, -0.69)  -0.6506
C (4.97, -0.35, 0.42)  -1.0355
H (4.56, -1.29, 0.79)  0.2514
H (5.97, -0.53, 0.05)  0.4323
H (5.02, 0.36, 1.24)  0.2903
H (4.01, -0.50, -1.52)  0.3194
H (4.50, 1.15, -1.06)  0.4634
H (1.58, -1.08, -1.94)  0.4628
H (-0.09, -2.78, -1.47)  0.3690
H (-2.30, -4.83, 0.65)  0.3296
H (-1.18, -4.47, -0.69)  0.3130
H (-3.49, -2.69, 0.26)  0.2948
H (-2.40, -2.29, -1.07)  0.3149
H (-3.49, -3.68, -1.21)  0.3714

Its total charge is 0. Its SMILES is CCOc1ccc(N(CC)S(=O)(=O)c2ccc3c(c2)oc(=O)n3C)cc1.



5.
C18H20N2OS in the gas phase. Source: the Open Molecules 2025 dataset; level of theory: ωB97M-V with the def2-TZVPD basis set.

Last column: Mulliken charge in e.
Atoms and positions in Å:
O (-0.49, 1.30, 0.94)  -0.7106
C (-0.45, 0.28, 0.27)  1.1880
N (0.11, -0.85, 0.73)  0.1936
C (0.35, -2.06, -0.03)  -0.7111
H (0.19, -2.90, 0.65)  0.3317
C (1.82, -2.06, -0.53)  -0.9133
N (2.65, -1.29, 0.37)  0.1080
C (3.27, -0.13, -0.09)  0.8162
C (3.85, -0.11, -1.36)  -0.3585
C (4.50, 1.01, -1.83)  -0.6640
C (4.61, 2.15, -1.05)  -0.4774
C (4.06, 2.14, 0.22)  -0.8912
C (3.39, 1.02, 0.70)  -0.1295
H (2.96, 1.06, 1.69)  0.2633
H (4.13, 3.01, 0.85)  0.3680
H (5.12, 3.02, -1.42)  0.3829
H (4.94, 1.00, -2.82)  0.3739
H (3.81, -0.99, -1.98)  0.4924
C (2.24, -1.42, 1.74)  -0.9670
H (2.98, -0.96, 2.39)  0.4587
C (0.84, -0.82, 1.98)  -0.8542
H (0.30, -1.39, 2.74)  0.3286
H (0.89, 0.22, 2.29)  0.4494
H (2.23, -2.50, 1.96)  0.3775
H (1.86, -1.61, -1.53)  0.4778
H (2.18, -3.09, -0.60)  0.2284
H (-0.34, -2.16, -0.86)  0.2426
C (-1.06, 0.26, -1.12)  -1.2506
H (-1.39, 1.27, -1.37)  0.5244
H (-0.33, -0.07, -1.87)  0.4597
S (-2.48, -0.88, -1.31)  -0.1748
C (-3.85, -0.01, -0.59)  0.9430
C (-3.71, 1.09, 0.25)  -0.3934
C (-4.85, 1.69, 0.76)  -0.7248
C (-6.11, 1.20, 0.46)  -0.4734
C (-6.23, 0.09, -0.37)  -0.4956
C (-5.11, -0.51, -0.89)  -0.6680
H (-5.19, -1.37, -1.54)  0.3611
H (-7.21, -0.30, -0.61)  0.3664
H (-6.99, 1.67, 0.86)  0.3657
H (-4.75, 2.55, 1.40)  0.3801
H (-2.75, 1.48, 0.51)  0.3757

Its total charge is 0. Its SMILES is O=C(CSc1ccccc1)N1CCN(c2ccccc2)CC1.



Energy relative to the best compared isomer or geometry (same formula, charge and spin)? In order: 3.1916, 0.0722, 3.3541, 0.7144, 0.8720 eV.
Kohn-Sham gap? In order: 8.6, 8.5, 8.8, 8.8, 8.4 eV.